79
Properties=species:S:1:pos:R:3 method="wB97M-V/def2-TZVPD" gap_ev=8.0132 total_charge=+1 multiplicity=1
C 1.54 3.47 3.64
C 0.70 2.70 2.61
C 1.49 2.34 1.35
I 2.38 4.11 0.48
C 0.73 1.50 0.30
P -1.00 2.15 -0.12
N -1.10 1.82 -1.79
O -0.78 3.77 -0.06
S 1.79 1.47 -1.28
C 0.98 0.06 -1.72
N 0.39 -0.61 -0.76
P -0.74 -1.93 -1.14
C 0.10 -3.44 -0.57
O -0.39 -1.96 -2.75
C 0.76 -0.04 0.61
C 0.05 -0.62 1.83
C -1.35 -0.18 2.26
C -2.51 -0.66 1.39
Br -2.82 -2.56 1.61
O 2.14 -0.32 0.74
C 2.55 -1.57 1.29
C 4.03 -1.82 0.98
C 4.79 -0.49 1.00
C 4.55 -2.86 2.02
C 5.52 -3.84 1.35
C 5.21 -2.21 3.24
H 2.52 3.00 3.73
H 1.68 4.51 3.37
H 1.08 3.40 4.62
H -0.20 3.29 2.38
H 0.43 1.76 3.10
H 2.36 1.77 1.68
H -0.64 2.52 -2.36
H -2.08 1.79 -2.03
H -1.13 4.17 -0.86
H 0.87 -0.22 -2.76
H -0.03 -3.56 0.51
H 1.16 -3.49 -0.83
H -0.42 -4.27 -1.05
H -0.65 -2.83 -3.06
H 0.72 -0.48 2.67
H -0.02 -1.71 1.69
H -1.44 0.89 2.36
H -1.52 -0.62 3.24
H -2.41 -0.42 0.34
H -3.43 -0.18 1.73
H 1.97 -2.40 0.86
H 2.43 -1.58 2.38
H 4.11 -2.23 -0.03
H 4.50 0.11 1.87
H 5.87 -0.66 1.06
H 4.62 0.08 0.09
H 3.66 -3.38 2.39
H 6.26 -4.18 2.07
H 4.98 -4.70 0.96
H 6.06 -3.35 0.53
H 6.15 -1.72 2.98
H 4.56 -1.50 3.74
H 5.44 -2.99 3.96
C -6.77 2.98 -0.24
C -5.81 2.34 0.74
O -4.65 2.14 -0.06
C -4.67 3.09 -1.03
O -3.73 3.36 -1.72
O -5.87 3.68 -1.11
F -6.25 1.14 1.19
H -7.32 2.23 -0.81
H -7.47 3.67 0.22
H -5.55 2.96 1.60
C -2.74 -0.86 -4.69
C -2.06 -0.14 -5.84
O -2.73 -0.68 -6.96
C -3.99 -1.05 -6.57
O -4.88 -1.30 -7.30
O -4.06 -1.07 -5.21
F -0.74 -0.44 -5.91
H -2.27 -1.81 -4.49
H -2.78 -0.27 -3.78
H -2.18 0.94 -5.84

=====

41
Properties=species:S:1:pos:R:3 method="wB97M-V/def2-TZVPD" gap_ev=1.8942 multiplicity=1
C 6.55 2.06 0.73
C 5.58 2.18 -0.53
O 4.89 0.96 -0.88
C 4.20 0.38 0.23
C 2.94 -0.53 -0.24
C 2.29 -1.12 1.09
C 0.81 -1.72 0.94
C -0.06 -1.12 -0.26
P -0.55 0.69 -0.01
F -1.08 1.42 -1.46
C -2.07 0.66 1.14
C -3.36 0.14 0.32
O -3.87 -0.97 0.63
O -3.95 0.84 -0.76
H 7.23 1.13 0.66
H 5.99 2.01 1.74
H 7.23 2.99 0.82
H 4.84 3.04 -0.32
H 6.23 2.54 -1.41
H 4.91 -0.18 0.93
H 3.75 1.24 0.86
H 2.27 0.17 -0.84
H 3.38 -1.35 -0.92
H 2.36 -0.37 1.97
H 2.96 -2.00 1.42
H 0.25 -1.46 1.91
H 0.78 -2.87 0.89
H 0.49 -1.16 -1.28
H -1.02 -1.73 -0.43
H 0.57 1.36 0.59
H -1.86 -0.06 2.00
H -2.31 1.71 1.51
H -4.39 1.65 -0.39
C -6.94 -1.96 -0.98
C -7.06 -0.62 -1.72
O -8.10 -0.70 -2.54
H -6.78 -2.80 -1.67
H -6.09 -1.93 -0.29
H -7.83 -2.18 -0.38
H -6.06 -0.46 -2.16
H -7.08 0.15 -0.92

=====

114
Properties=species:S:1:pos:R:3 method="wB97M-V/def2-TZVPD" gap_ev=7.3984 total_charge=-1 multiplicity=1
Ti 0.72 0.14 -0.74
S -2.84 -1.45 -1.33
P -2.39 -0.60 0.39
C -0.75 -0.02 0.63
P -0.04 0.61 2.09
S 1.87 0.92 1.65
C -0.59 2.22 2.83
C 0.18 2.62 3.92
C -0.05 3.84 4.54
C -1.06 4.67 4.07
C -1.83 4.28 2.99
C -1.59 3.06 2.37
C -0.26 -0.40 3.61
C 0.71 -1.31 3.99
C 0.51 -2.10 5.11
C -0.65 -1.97 5.86
C -1.62 -1.05 5.49
C -1.43 -0.27 4.36
C -2.86 -1.84 1.64
C -4.18 -2.00 2.06
C -4.51 -3.00 2.95
C -3.53 -3.87 3.41
C -2.23 -3.77 2.94
C -1.89 -2.75 2.06
C -3.53 0.83 0.65
C -3.73 1.67 -0.44
C -4.48 2.82 -0.31
C -5.05 3.15 0.91
C -4.85 2.32 2.01
C -4.08 1.17 1.89
H 0.97 1.97 4.27
H 0.56 4.14 5.38
H -1.24 5.63 4.55
H -2.62 4.92 2.62
H -2.20 2.77 1.52
H 1.63 -1.38 3.43
H 1.27 -2.82 5.41
H -0.81 -2.60 6.73
H -2.52 -0.94 6.07
H -2.17 0.47 4.07
H -4.94 -1.34 1.67
H -5.53 -3.11 3.29
H -3.79 -4.64 4.13
H -1.47 -4.46 3.27
H -0.88 -2.67 1.67
H -3.29 1.39 -1.39
H -4.63 3.47 -1.17
H -5.64 4.05 1.02
H -5.28 2.58 2.97
H -3.91 0.54 2.75
N 7.72 -4.45 -1.50
C 6.51 -4.04 -0.93
C 6.23 -2.68 -0.79
C 5.09 -2.27 -0.13
C 4.21 -3.21 0.38
C 4.47 -4.56 0.24
C 5.62 -4.98 -0.41
S 2.82 -2.61 1.31
O 3.39 -1.67 2.24
O 2.10 -3.72 1.89
N 1.86 -1.77 0.26
C 1.36 -2.48 -0.75
N 0.56 -1.75 -1.57
C 0.01 -2.34 -2.62
C 0.24 -3.66 -2.91
C 1.09 -4.34 -2.04
N 1.65 -3.78 -0.99
H 8.16 -3.77 -2.10
H 7.72 -5.38 -1.88
H 6.92 -1.95 -1.20
H 4.86 -1.22 0.01
H 3.75 -5.27 0.64
H 5.84 -6.03 -0.52
H -0.62 -1.72 -3.24
H -0.22 -4.14 -3.77
H 1.33 -5.38 -2.21
B 3.33 2.80 -1.13
N 3.50 1.39 -1.77
C 4.60 1.06 -2.43
C 4.49 -0.25 -2.86
C 3.25 -0.65 -2.40
N 2.65 0.35 -1.73
N 1.84 3.11 -0.83
C 1.42 4.34 -0.54
C 0.06 4.30 -0.27
C -0.27 2.96 -0.41
N 0.82 2.25 -0.74
H 3.71 3.60 -1.94
H 3.96 2.84 -0.10
H 5.39 1.78 -2.56
H 5.19 -0.82 -3.44
H 2.79 -1.61 -2.55
H 2.10 5.17 -0.56
H -0.59 5.11 0.01
H -1.22 2.48 -0.35
C -3.98 0.08 -5.19
C -2.54 -0.16 -4.76
O -2.14 0.93 -3.94
P -0.61 1.13 -3.44
O -0.54 0.52 -2.04
Te 0.98 0.47 -5.01
O -0.67 2.70 -3.14
C -0.67 3.69 -4.18
C -2.08 4.12 -4.53
H -4.33 -0.76 -5.78
H -4.06 0.99 -5.79
H -4.61 0.19 -4.31
H -1.88 -0.22 -5.63
H -2.49 -1.09 -4.20
H -0.15 3.29 -5.06
H -0.10 4.53 -3.79
H -2.64 3.28 -4.96
H -2.05 4.94 -5.24
H -2.60 4.44 -3.62

=====

46
Properties=species:S:1:pos:R:3 method="wB97M-V/def2-TZVPD" gap_ev=4.2440 total_charge=+1 multiplicity=1
C 6.47 -0.73 -2.70
O 5.58 0.41 -2.75
C 4.24 0.22 -2.56
C 3.43 1.39 -2.53
C 2.07 1.29 -2.33
C 1.47 0.02 -2.17
N 0.09 -0.07 -2.05
C 2.28 -1.13 -2.13
C 3.64 -1.05 -2.37
H 7.47 -0.29 -2.73
H 6.34 -1.31 -1.77
H 6.32 -1.39 -3.56
H 3.91 2.36 -2.64
H 1.45 2.19 -2.27
H -0.29 -1.01 -1.97
H -0.44 0.51 -2.68
H 1.83 -2.11 -1.93
H 4.26 -1.95 -2.39
C -2.09 0.58 -0.11
C -3.45 0.78 -0.54
C -3.77 1.31 -1.82
C -5.08 1.66 -2.15
C -6.13 1.46 -1.23
C -5.85 0.86 0.00
C -4.54 0.50 0.34
C -1.75 0.23 1.20
C -0.48 -0.17 1.61
C -0.15 -0.60 2.94
C 1.21 -0.77 3.32
C 1.56 -1.14 4.62
C 0.57 -1.36 5.58
C -0.78 -1.22 5.23
C -1.14 -0.86 3.93
H -1.28 0.81 -0.79
H -2.97 1.48 -2.55
H -5.31 2.10 -3.12
H -7.15 1.76 -1.48
H -6.65 0.68 0.72
H -4.35 0.01 1.29
H -2.52 0.34 1.98
H 0.33 -0.14 0.88
H 1.98 -0.59 2.57
H 2.61 -1.24 4.89
H 0.84 -1.64 6.60
H -1.56 -1.38 5.97
H -2.20 -0.78 3.66

=====

22
Properties=species:S:1:pos:R:3 method="wB97M-V/def2-TZVPD" gap_ev=10.5458 multiplicity=1 smiles="CC(C)[SiH](Cl)Cl.[H]/N=C/C"
C -0.59 -1.98 1.38
C -1.56 -1.95 0.14
C -0.94 -2.63 -1.11
Si -2.08 -0.11 -0.27
Cl -1.97 1.10 1.43
Cl -3.92 0.22 -1.07
H 0.00 -2.88 1.17
H 0.16 -1.16 1.22
H -1.29 -1.90 2.27
H -2.48 -2.53 0.34
H -1.53 -3.65 -1.24
H 0.11 -2.93 -1.04
H -0.99 -2.10 -2.07
H -1.11 0.04 -1.30
H 1.68 1.39 -1.70
N 2.26 1.70 -1.00
C 1.89 2.73 -0.41
C 2.61 3.30 0.75
H 0.92 3.19 -0.66
H 2.23 3.93 1.63
H 3.15 2.40 1.21
H 3.46 3.82 0.33

=====

113
Properties=species:S:1:pos:R:3 method="wB97M-V/def2-TZVPD" gap_ev=7.9084 multiplicity=1 smiles="CCP(C)[C@]1(P(N)O)C(=O)O[C@@](CCSc2nnco2)(ON=O)[C@@H]1B(N)O.c1ccncc1.c1ccncc1.c1ccncc1.c1ccncc1.c1ccncc1.c1ccncc1"
C 0.81 3.48 -1.23
C 0.47 2.78 0.10
P -0.91 1.53 0.06
C -0.33 0.45 1.44
C -0.60 0.47 -1.46
P -1.34 -1.22 -0.94
N -1.19 -2.10 -2.41
O -2.92 -0.76 -1.04
C 0.83 0.24 -1.81
O 1.82 0.37 -1.15
O 0.91 -0.11 -3.13
C -0.13 0.53 -3.86
C 0.50 1.73 -4.62
C 2.00 1.91 -4.46
S 2.94 0.75 -5.51
C 4.41 0.76 -4.57
N 5.24 1.74 -4.49
N 6.22 1.35 -3.59
C 5.89 0.17 -3.21
O 4.77 -0.28 -3.78
O -0.46 -0.49 -4.82
N -1.66 -0.24 -5.47
O -1.68 -0.74 -6.52
C -1.24 0.88 -2.82
B -1.99 2.28 -3.04
N -2.61 2.55 -4.35
O -2.08 3.22 -2.07
H 0.36 4.47 -1.28
H 0.52 2.91 -2.11
H 1.89 3.63 -1.29
H 0.15 3.51 0.84
H 1.37 2.30 0.48
H 0.39 -0.27 1.07
H -1.15 -0.11 1.89
H 0.20 1.06 2.18
H -2.02 -2.65 -2.61
H -0.44 -2.77 -2.29
H -3.49 -1.49 -1.32
H 0.29 1.60 -5.69
H 0.04 2.68 -4.34
H 2.26 2.91 -4.81
H 2.35 1.83 -3.43
H 6.44 -0.43 -2.50
H -2.06 0.17 -3.02
H -2.02 3.06 -4.99
H -2.90 1.70 -4.81
H -2.16 4.11 -2.47
C -2.90 -1.94 6.40
C -1.68 -2.58 6.28
C -0.99 -2.44 5.09
N -1.43 -1.73 4.05
C -2.61 -1.12 4.18
C -3.38 -1.20 5.33
H -3.48 -2.02 7.31
H -1.28 -3.17 7.09
H -0.03 -2.92 4.93
H -2.95 -0.55 3.32
H -4.33 -0.68 5.38
C -0.33 -6.80 1.80
C -0.02 -7.30 3.06
C 0.30 -6.40 4.06
N 0.33 -5.08 3.89
C 0.03 -4.61 2.68
C -0.31 -5.43 1.61
H -0.59 -7.47 0.99
H -0.03 -8.36 3.26
H 0.54 -6.75 5.06
H 0.06 -3.53 2.56
H -0.55 -4.99 0.65
C -2.90 -7.40 9.41
C -3.47 -6.17 9.71
C -2.87 -5.03 9.21
N -1.77 -5.04 8.45
C -1.24 -6.22 8.17
C -1.76 -7.43 8.62
H -3.34 -8.32 9.78
H -4.35 -6.10 10.33
H -3.28 -4.05 9.43
H -0.35 -6.20 7.55
H -1.28 -8.36 8.35
C 5.30 -3.51 0.38
C 4.88 -4.81 0.56
C 3.53 -5.09 0.47
N 2.60 -4.16 0.23
C 3.02 -2.90 0.07
C 4.36 -2.53 0.14
H 6.36 -3.25 0.44
H 5.59 -5.61 0.75
H 3.16 -6.10 0.60
H 2.25 -2.16 -0.11
H 4.64 -1.49 0.00
C 3.22 7.62 -3.42
C 4.36 6.85 -3.61
C 4.22 5.60 -4.18
N 3.05 5.09 -4.56
C 1.97 5.84 -4.37
C 2.00 7.11 -3.81
H 3.29 8.61 -2.97
H 5.34 7.21 -3.32
H 5.08 4.96 -4.35
H 1.02 5.40 -4.68
H 1.08 7.67 -3.67
C -5.06 7.81 -2.73
C -4.30 7.73 -1.58
C -3.25 6.82 -1.55
N -2.94 6.03 -2.57
C -3.68 6.12 -3.68
C -4.75 6.99 -3.80
H -5.89 8.51 -2.79
H -4.50 8.34 -0.72
H -2.62 6.72 -0.67
H -3.42 5.45 -4.49
H -5.32 7.03 -4.72

=====

67
Properties=species:S:1:pos:R:3 method="wB97M-V/def2-TZVPD" gap_ev=9.6340 total_charge=+3 multiplicity=1
Ir -0.37 -0.10 0.48
N -0.07 -0.18 2.53
C 1.15 0.06 1.77
C 4.13 -0.60 -1.80
O 5.23 -0.79 -2.05
O 3.00 -0.40 -1.55
H -0.36 0.56 3.17
H -0.11 -1.06 3.04
H 1.88 -0.75 1.82
H 1.62 1.02 1.95
N -3.00 1.80 -2.09
C -1.83 2.69 -2.44
C -0.70 1.91 -3.12
C 0.41 1.34 -2.24
N 0.06 0.02 -1.59
C 0.88 2.34 -1.20
C -0.26 2.92 -0.36
N -0.78 1.92 0.66
C -1.37 3.51 -1.23
H -3.37 1.38 -2.95
H -3.76 2.35 -1.68
H -2.77 1.01 -1.42
H -2.24 3.39 -3.17
H -0.21 2.61 -3.80
H -1.11 1.13 -3.77
H 1.25 1.13 -2.90
H 0.90 -0.55 -1.71
H -0.67 -0.44 -2.12
H 1.36 3.17 -1.72
H 1.64 1.90 -0.56
H 0.15 3.75 0.22
H -1.79 2.01 0.72
H -0.43 2.23 1.56
H -0.98 4.45 -1.62
H -2.23 3.79 -0.62
C -0.24 -3.15 1.32
O 0.00 -2.19 0.25
H 0.54 -3.08 2.08
H -0.25 -4.15 0.89
H -1.22 -2.92 1.73
H 0.86 -2.40 -0.14
C -6.78 -1.50 1.07
N -5.43 -1.67 0.55
N -4.60 -0.60 0.34
C -3.38 -1.07 -0.06
O -2.44 -0.24 -0.43
C -3.44 -2.46 -0.04
C -4.73 -2.80 0.36
C -5.33 -4.14 0.56
C -5.08 0.73 0.14
C -5.94 1.00 -0.92
C -6.34 2.32 -1.15
C -5.87 3.34 -0.33
C -5.02 3.05 0.73
C -4.63 1.74 0.98
H -6.78 -0.70 1.82
H -7.08 -2.43 1.55
H -7.48 -1.26 0.28
H -2.66 -3.14 -0.32
H -4.63 -4.91 0.22
H -6.26 -4.25 0.00
H -5.54 -4.32 1.62
H -6.29 0.20 -1.56
H -7.03 2.54 -1.96
H -6.20 4.36 -0.50
H -4.70 3.85 1.40
H -4.02 1.49 1.84

=====

Computed max |F| (eV/A) in order:
1.7 5.4 3.0 1.5 3.4 1.1 0.3
Computed energy (eV) in order:
-157840.623 -31984.003 -161053.250 -26700.613 -39809.482 -104139.068 -41271.480